[1]
DFT (ωB97M-V/def2-TZVPD) results for C16H38As3FeN2O4 as an isolated structure.

2S+1	5
orbital gap (spin up / spin down)	8.3 / 7.5	eV
LUMO level (spin up / spin down)	-0.08205 / -0.11307	Ha
charge	+1
DFT total energy	-245277.665	eV
energy above the lowest of the compared OMol25 structures with the same formula, charge and spin	0.128	eV

Structure (XYZ):
```
64
Properties=species:S:1:pos:R:3:lowdin_spin:R:1
Fe 0.153 0.071 0.176 3.683
C 4.298 -0.140 -0.943 0.016
As 2.666 0.036 0.136 0.027
C 3.065 -1.414 1.388 0.003
C 3.149 1.513 1.356 -0.003
C 2.941 2.977 0.908 0.000
C 3.427 3.164 -0.532 0.000
C 1.480 3.418 1.052 0.000
As 0.071 2.629 -0.074 0.030
C 0.250 3.712 -1.708 0.012
C -1.407 3.673 0.668 0.007
C 3.799 3.822 1.870 0.000
As 3.819 5.820 1.986 0.000
C 3.300 6.477 0.203 0.000
C 2.103 6.163 2.883 0.000
H 5.166 -0.060 -0.291 0.002
H 4.358 0.615 -1.723 0.000
H 4.293 -1.123 -1.413 0.000
H 4.035 -1.249 1.854 0.001
H 3.091 -2.367 0.859 0.000
H 2.296 -1.446 2.159 0.000
H 4.204 1.353 1.590 0.000
H 2.577 1.327 2.269 0.000
H 2.867 2.514 -1.210 0.000
H 4.488 2.919 -0.614 0.000
H 3.293 4.193 -0.861 0.000
H 1.421 4.488 0.850 0.000
H 1.143 3.253 2.079 0.000
H 0.397 4.753 -1.424 0.001
H -0.675 3.634 -2.279 0.000
H 1.074 3.389 -2.341 0.000
H -1.128 4.727 0.664 0.001
H -1.615 3.355 1.686 0.000
H -2.304 3.552 0.061 0.000
H 4.848 3.558 1.714 0.000
H 3.564 3.532 2.900 0.000
H 4.072 6.253 -0.533 0.000
H 3.228 7.562 0.287 0.000
H 2.339 6.096 -0.143 0.000
H 2.033 5.566 3.792 0.000
H 1.232 5.963 2.259 0.000
H 2.085 7.213 3.171 0.000
N -2.170 -0.098 -0.190 0.032
C -2.987 0.078 1.039 0.003
C -2.282 -0.452 2.285 0.001
C -1.065 0.425 2.586 0.015
O -1.192 1.492 3.151 0.016
O 0.065 -0.031 2.099 0.116
H -2.533 0.508 -0.917 0.002
H -2.273 -1.043 -0.553 0.001
H -3.952 -0.421 0.935 0.001
H -3.175 1.144 1.172 0.000
H -1.966 -1.484 2.128 0.000
H -2.968 -0.406 3.130 0.000
N 0.401 -4.726 0.745 0.001
C -0.373 -4.532 -0.486 0.001
C -0.497 -3.036 -0.797 0.002
O -1.180 -2.552 -1.655 0.002
O 0.248 -2.274 0.021 0.026
H -0.159 -5.102 1.497 0.000
H 0.584 -2.925 0.718 0.000
H 1.191 -5.343 0.616 0.000
H -1.376 -4.954 -0.435 0.000
H 0.115 -5.001 -1.340 0.000
```



[2]
DFT (ωB97M-V/def2-TZVPD) results for a 2-piece molecular cluster, C10H16O overall.

2S+1	1
orbital gap	9.1	eV
LUMO level	0.03158	Ha
DFT total energy	-12674.507	eV
energy above the lowest of the compared OMol25 structures with the same formula, charge and spin	3.218	eV
SMILES	Cc1ccc(O)cc1.CCC

Structure (XYZ):
```
27
Properties=species:S:1:pos:R:3:lowdin_charge:R:1
C 1.311 -1.976 1.622 -0.065
C 0.402 -0.858 1.274 -0.325
C 0.389 0.342 1.917 -0.074
C -0.615 1.273 1.642 -0.045
C -1.667 0.927 0.779 -0.322
O -2.865 1.506 0.840 0.090
C -1.583 -0.222 -0.089 0.004
C -0.517 -1.031 0.246 -0.081
H 1.758 -2.675 0.899 0.083
H 0.860 -2.561 2.374 0.059
H 2.263 -1.670 2.131 0.090
H 1.275 0.905 2.430 0.154
H -0.801 2.119 2.269 0.101
H -2.865 2.097 1.536 0.064
H -2.250 -0.186 -0.938 0.117
H -0.399 -1.924 -0.538 0.133
C 1.587 1.148 -1.741 -0.144
C 1.972 -0.094 -2.484 -0.297
C 0.758 -1.007 -2.810 -0.103
H 1.292 1.095 -0.652 0.068
H 2.221 2.093 -1.742 0.084
H 0.744 1.672 -2.228 0.066
H 2.586 0.099 -3.441 0.128
H 2.786 -0.446 -2.021 0.041
H -0.085 -0.369 -3.024 0.057
H 0.836 -1.484 -3.806 0.067
H 0.476 -1.831 -2.110 0.048
```



[3]
DFT (ωB97M-V/def2-TZVPD) results for a 2-piece molecular cluster, C6H11N2OS overall.

2S+1	1
orbital gap (spin up / spin down)	8.4 / 8.4	eV
LUMO level (spin up / spin down)	-0.13134 / -0.13135	Ha
charge	+1
DFT total energy	-22253.455	eV
energy above the lowest of the compared OMol25 structures with the same formula, charge and spin	3.141	eV

Structure (XYZ):
```
21
Properties=species:S:1:pos:R:3:lowdin_charge:R:1
C 2.277 -1.096 -0.957 -0.171
C 0.382 -0.576 -1.878 0.003
C 3.141 2.617 -0.489 -0.457
C 0.241 -1.021 -0.586 -0.277
C -1.805 -2.441 -0.061 0.022
C -0.946 -0.788 1.471 -0.052
N 1.431 -1.275 0.012 0.181
N -1.139 -1.139 0.084 -0.142
O 1.759 -0.579 -2.037 0.038
S 1.536 2.526 -0.950 0.603
H 3.338 -1.049 -0.908 0.151
H -0.250 -0.241 -2.655 0.134
H 3.653 3.559 -0.669 0.005
H 3.536 1.860 0.167 -0.007
H -1.110 -3.119 -0.498 0.109
H -2.233 -2.767 0.796 0.070
H -2.619 -2.333 -0.793 0.124
H -1.853 -0.466 2.148 0.155
H -0.420 -1.668 1.931 0.123
H -0.152 0.066 1.481 0.132
H -1.787 -0.371 -0.439 0.257
```



[4]
DFT (ωB97M-V/def2-TZVPD) results for C33H46F3N3O2Pd as an isolated structure.

2S+1	5
orbital gap (spin up / spin down)	6.8 / 4.3	eV
LUMO level (spin up / spin down)	-0.21074 / -0.36033	Ha
charge	+2
DFT total energy	-55147.444	eV

Structure (XYZ):
```
88
Properties=species:S:1:pos:R:3:lowdin_spin:R:1
Pd -2.752 -0.485 -0.338 0.015
C 4.164 4.256 -0.679 0.000
C 3.761 2.781 -0.668 0.025
C 4.500 2.077 0.484 0.017
C 4.172 2.142 -2.006 0.017
C 2.270 2.590 -0.480 0.227
C 1.767 1.246 -0.438 0.178
C 0.447 1.000 -0.192 0.082
N -0.190 -0.203 -0.137 0.383
C 0.419 -1.377 0.073 0.077
C 1.660 -1.625 0.626 0.257
C 2.184 -2.963 0.704 0.196
C 1.403 -4.001 0.254 0.087
C 0.089 -3.842 -0.233 0.231
C -0.445 -2.503 -0.257 0.149
O -1.652 -2.278 -0.538 0.240
C -0.737 -5.019 -0.704 0.024
C -1.972 -5.174 0.208 0.018
C -1.179 -4.777 -2.163 0.015
C 0.044 -6.336 -0.661 0.000
C 3.581 -3.141 1.267 0.019
C 4.028 -4.603 1.250 0.000
C 4.570 -2.316 0.425 0.014
C 3.589 -2.633 2.718 0.015
C -0.506 2.112 -0.156 0.133
O -1.725 1.814 -0.118 0.248
C 0.002 3.467 -0.202 0.198
C 1.375 3.642 -0.341 0.061
C -0.951 4.651 -0.143 0.019
C -1.842 4.563 1.113 0.012
C -0.209 5.988 -0.081 0.000
C -1.792 4.661 -1.438 0.014
H 5.242 4.333 -0.818 0.000
H 3.919 4.752 0.262 0.000
H 3.689 4.801 -1.498 0.000
H 5.576 2.206 0.354 0.003
H 4.302 1.003 0.506 0.001
H 4.222 2.500 1.451 0.000
H 5.241 2.298 -2.161 0.003
H 3.640 2.597 -2.844 0.000
H 3.993 1.065 -2.029 0.000
H 2.449 0.432 -0.647 0.005
H 2.233 -0.813 1.052 0.007
H 1.804 -5.000 0.286 0.000
H -2.587 -4.279 0.227 0.000
H -1.669 -5.419 1.228 0.000
H -2.575 -6.002 -0.168 0.002
H -1.696 -3.827 -2.290 0.000
H -1.857 -5.578 -2.458 0.001
H -0.318 -4.805 -2.834 0.000
H 0.336 -6.612 0.354 0.000
H 0.934 -6.309 -1.292 0.000
H -0.598 -7.131 -1.039 0.000
H 4.049 -5.011 0.238 0.000
H 3.383 -5.232 1.867 0.000
H 5.037 -4.675 1.654 0.000
H 4.582 -2.649 -0.614 0.000
H 5.575 -2.435 0.832 0.002
H 4.341 -1.247 0.444 0.001
H 2.879 -3.185 3.336 0.000
H 3.353 -1.568 2.790 0.001
H 4.585 -2.773 3.141 0.003
H 1.764 4.647 -0.365 -0.001
H -1.258 4.787 2.009 0.000
H -2.284 3.578 1.256 0.002
H -2.635 5.313 1.051 0.001
H 0.418 6.064 0.809 0.000
H -0.942 6.796 -0.036 0.000
H 0.408 6.160 -0.963 0.000
H -2.184 3.681 -1.705 0.000
H -1.178 4.984 -2.280 0.000
H -2.615 5.375 -1.343 0.002
C -7.744 1.689 1.272 0.001
N -6.347 1.723 0.783 0.061
C -5.637 2.764 0.388 0.307
C -4.340 2.246 -0.007 0.276
N -4.337 0.931 0.161 0.016
C -5.546 0.615 0.641 0.299
H -8.079 2.709 1.422 0.000
H -7.768 1.148 2.214 0.000
H -8.362 1.193 0.527 0.000
H -6.004 3.780 0.386 0.011
H -3.479 2.787 -0.368 0.008
H -5.869 -0.381 0.905 0.008
F -5.201 -1.070 -1.436 0.009
C -4.219 -1.723 -0.743 -0.002
F -3.898 -2.778 -1.463 0.000
F -4.802 -2.168 0.403 -0.001
```



[5]
DFT (ωB97M-V/def2-TZVPD) results for C22H21BrCsN5O12 as an isolated structure.

2S+1	1
orbital gap	6.1	eV
LUMO level	0.13656	Ha
charge	-2
DFT total energy	-125758.842	eV
energy above the lowest of the compared OMol25 structures with the same formula, charge and spin	1.573	eV

Structure (XYZ):
```
62
Properties=species:S:1:pos:R:3:lowdin_charge:R:1
Cs -0.018 -0.713 0.320 1.485
O 1.009 -4.455 -0.829 -0.016
C 0.341 -3.525 -1.295 -0.725
O -0.623 -2.916 -0.753 -0.339
C 0.655 -3.019 -2.698 -0.047
C 0.573 -3.873 -3.753 0.044
C 0.626 -3.382 -5.078 -0.173
C 0.768 -2.041 -5.334 0.046
C 0.924 -1.177 -4.264 -0.069
C 0.924 -1.587 -2.888 -0.341
O 1.110 -0.844 -1.910 -0.303
N 1.155 0.223 -4.625 -0.355
O 0.732 0.615 -5.708 0.007
O 1.851 0.905 -3.894 0.062
N 0.501 -4.293 -6.191 -0.381
O 0.347 -5.485 -5.955 0.019
O 0.505 -3.836 -7.331 0.003
H 0.426 -4.928 -3.574 0.123
H 0.782 -1.664 -6.346 0.120
C 0.596 -3.382 2.957 -0.097
O 1.967 -2.974 2.952 -0.185
C 2.290 -2.103 4.025 -0.210
C 3.693 -1.553 3.822 -0.201
O 3.784 -0.331 3.119 -0.177
C 3.326 0.782 3.863 -0.107
H 0.407 -4.019 3.833 0.081
H 0.383 -3.922 2.038 0.084
H -0.040 -2.494 3.036 0.053
H 2.237 -2.654 4.982 0.122
H 1.560 -1.297 4.093 0.098
H 4.256 -2.274 3.225 0.129
H 4.205 -1.446 4.792 0.112
H 3.829 0.825 4.843 0.084
H 2.247 0.787 4.006 0.079
H 3.582 1.675 3.295 0.062
O 0.649 5.741 -3.293 0.050
C 0.707 4.603 -2.534 -0.313
C -0.240 3.592 -2.635 0.001
C -0.066 2.468 -1.854 -0.127
N 0.946 2.301 -1.001 0.055
C 1.798 3.286 -0.922 -0.720
Br 3.272 3.044 0.277 0.726
C 1.757 4.467 -1.650 -0.056
H -0.080 5.645 -3.915 0.100
H -1.065 3.652 -3.331 0.114
H -0.761 1.643 -1.940 0.114
H 2.514 5.227 -1.550 0.104
O -0.507 -0.077 3.238 -0.238
N -1.686 0.322 3.348 -0.073
N -2.132 0.980 2.313 -0.290
O -1.445 1.257 1.231 -0.424
C -3.464 1.455 2.431 -0.177
C -3.943 2.243 1.394 -0.017
C -5.240 2.738 1.461 -0.103
C -6.055 2.453 2.544 -0.130
C -5.562 1.646 3.566 -0.112
C -4.275 1.143 3.519 -0.035
H -3.280 2.438 0.566 0.101
H -5.608 3.349 0.645 0.093
H -7.062 2.846 2.594 0.084
H -6.191 1.397 4.412 0.090
H -3.893 0.515 4.308 0.097
```



[6]
DFT (ωB97M-V/def2-TZVPD) results for a 5-piece molecular cluster, C35H74Br2N3O8 overall.

2S+1	1
orbital gap	8.7	eV
LUMO level	-0.09523	Ha
charge	+1
DFT total energy	-198416.094	eV

Structure (XYZ):
```
122
Properties=species:S:1:pos:R:3:lowdin_charge:R:1
C -1.446 -7.567 4.232 -0.131
C -1.043 -6.051 3.872 -0.266
C -1.480 -4.988 5.027 -0.194
C -1.368 -3.521 4.307 -0.216
C -2.697 -3.339 3.444 -0.211
C -2.644 -2.209 2.301 -0.193
C -1.202 -1.954 1.651 -0.187
C -1.393 -1.406 0.149 -0.099
C -0.366 -1.966 -0.932 -0.281
C -0.159 -3.539 -1.167 -0.158
C -1.196 -4.525 -0.464 -0.638
C -2.719 -4.408 -0.929 -0.147
Br -0.614 -6.386 -1.007 0.692
C -0.817 -1.440 -2.419 -0.206
C -2.297 -1.740 -2.942 -0.200
N -2.409 -2.823 -3.964 -0.146
C -2.020 -2.370 -5.337 -0.125
C -0.316 0.123 -2.345 -0.488
Br -1.740 1.512 -2.016 0.773
C 0.989 0.182 -1.354 -0.194
C 1.002 1.359 -0.281 -0.047
C 1.290 2.799 -0.970 -0.341
O 0.833 3.807 -0.372 0.081
O 1.983 2.956 -2.207 0.037
C 1.050 3.515 -3.159 -0.359
C 0.626 5.048 -3.237 0.017
O 0.582 2.714 -4.006 0.045
N 0.991 -1.265 -0.869 -0.036
C 1.954 -1.657 0.221 -0.094
C 3.245 -2.459 -0.377 -0.175
C 4.506 -1.493 -0.659 -0.164
C 5.592 -2.383 -1.493 -0.189
N 5.581 -3.834 -1.036 -0.027
C 5.604 -4.734 -2.232 -0.391
C 4.591 -5.938 -2.470 -0.028
O 6.506 -4.561 -3.105 0.030
H -0.717 -8.247 3.650 0.075
H -1.357 -7.819 5.340 0.076
H -2.491 -7.804 3.799 0.075
H -1.565 -5.819 2.865 0.083
H 0.085 -5.922 3.645 0.110
H -0.775 -5.054 5.920 0.114
H -2.582 -5.145 5.271 0.111
H -1.223 -2.742 5.138 0.116
H -0.393 -3.556 3.717 0.086
H -3.523 -3.009 4.185 0.123
H -3.101 -4.315 2.980 0.109
H -3.434 -2.514 1.511 0.102
H -3.076 -1.248 2.778 0.125
H -0.479 -2.830 1.719 0.078
H -0.721 -1.104 2.272 0.128
H -2.498 -1.508 -0.144 0.112
H -1.215 -0.264 0.207 0.091
H 0.897 -3.930 -0.900 0.106
H -0.245 -3.725 -2.305 0.112
H -1.181 -4.543 0.673 0.077
H -3.278 -5.294 -0.437 0.087
H -3.265 -3.469 -0.589 0.060
H -2.878 -4.562 -2.062 0.084
H -0.168 -1.813 -3.304 0.151
H -3.076 -1.952 -2.141 0.106
H -2.658 -0.780 -3.477 0.105
H -1.853 -3.652 -3.728 0.075
H -2.630 -3.007 -6.085 0.097
H -2.169 -1.257 -5.524 0.094
H -0.924 -2.712 -5.502 0.087
H 0.025 0.288 -3.420 0.100
H 1.837 0.405 -2.106 0.173
H -0.001 1.509 0.269 0.115
H 1.790 1.266 0.541 0.134
H 1.165 5.723 -2.492 0.089
H -0.512 5.158 -3.079 0.103
H 0.822 5.469 -4.290 0.119
H 1.446 -1.715 -1.698 0.162
H 2.391 -0.787 0.811 0.130
H 1.505 -2.377 0.997 0.134
H 3.580 -3.160 0.477 0.129
H 2.974 -3.147 -1.249 0.107
H 4.244 -0.516 -1.181 0.107
H 5.007 -1.325 0.369 0.125
H 5.298 -2.381 -2.598 0.125
H 6.666 -2.020 -1.311 0.132
H 6.480 -4.052 -0.564 0.127
H 4.207 -6.432 -1.514 0.082
H 3.671 -5.617 -3.091 0.089
H 5.081 -6.781 -3.085 0.099
C -3.383 -10.220 -0.263 -0.091
C -3.119 -9.790 1.166 -0.320
O -2.086 -8.810 1.202 -0.129
H -2.476 -10.630 -0.714 0.078
H -4.170 -10.976 -0.304 0.077
H -3.685 -9.365 -0.875 0.070
H -2.797 -10.642 1.768 0.117
H -4.021 -9.367 1.620 0.109
H -2.381 -8.056 0.675 0.024
C -1.252 7.057 0.498 -0.079
C -1.654 6.762 -0.933 -0.320
O -0.883 7.552 -1.833 -0.090
H -1.397 8.115 0.727 0.076
H -1.841 6.461 1.200 0.079
H -0.192 6.839 0.655 0.068
H -2.707 7.001 -1.091 0.117
H -1.499 5.704 -1.171 0.084
H 0.046 7.330 -1.693 0.057
C 2.073 9.569 1.112 -0.088
C 0.991 10.161 1.993 -0.322
O 0.788 9.338 3.137 -0.092
H 1.799 8.559 0.793 0.057
H 2.237 10.187 0.226 0.076
H 3.016 9.485 1.661 0.073
H 0.047 10.223 1.448 0.106
H 1.263 11.166 2.326 0.100
H 1.625 9.296 3.618 0.080
C -0.356 14.956 2.660 -0.095
C 0.820 14.587 1.778 -0.324
O 0.473 13.503 0.924 -0.098
H -0.665 14.100 3.266 0.076
H -0.100 15.785 3.325 0.075
H -1.219 15.246 2.054 0.073
H 1.672 14.278 2.386 0.111
H 1.127 15.437 1.160 0.108
H -0.275 13.786 0.382 0.084
```